{"formula": "C30H90O15", "method": "ωB97M-V/def2-TZVPD", "e_above_lowest_ev": 0.0000, "homo_ev": -9.84, "lumo_ev": 0.3, "species": ["O", "H", "H", "O", "H", "H", "O", "H", "H", "O", "H", "H", "O", "H", "H", "C", "C", "C", "O", "H", "H", "H", "H", "H", "H", "H", "H", "C", "C", "C", "O", "H", "H", "H", "H", "H", "H", "H", "H", "C", "C", "C", "O", "H", "H", "H", "H", "H", "H", "H", "H", "C", "C", "C", "O", "H", "H", "H", "H", "H", "H", "H", "H", "C", "C", "C", "O", "H", "H", "H", "H", "H", "H", "H", "H", "C", "C", "C", "O", "H", "H", "H", "H", "H", "H", "H", "H", "C", "C", "C", "O", "H", "H", "H", "H", "H", "H", "H", "H", "C", "C", "C", "O", "H", "H", "H", "H", "H", "H", "H", "H", "C", "C", "C", "O", "H", "H", "H", "H", "H", "H", "H", "H", "C", "C", "C", "O", "H", "H", "H", "H", "H", "H", "H", "H"], "xyz": [[-29.61, -2.24, 11.92], [-29.17, -2.74, 11.23], [-28.97, -2.24, 12.64], [-27.44, -2.50, 13.74], [-27.85, -2.10, 14.51], [-26.49, -2.40, 13.89], [-26.48, -0.13, 6.88], [-25.61, -0.43, 6.59], [-27.10, -0.72, 6.43], [-24.44, 1.25, 15.50], [-25.18, 1.80, 15.75], [-24.06, 1.71, 14.73], [-27.88, 2.01, 13.28], [-28.71, 1.61, 13.01], [-27.20, 1.50, 12.81], [-26.52, -0.64, 10.92], [-25.65, 0.58, 10.76], [-26.37, 1.77, 10.14], [-25.22, 1.04, 12.06], [-27.47, -0.44, 11.42], [-25.98, -1.45, 11.41], [-26.89, -0.89, 9.92], [-24.76, 0.42, 10.14], [-27.35, 1.90, 10.60], [-26.63, 1.65, 9.09], [-25.82, 2.70, 10.33], [-24.98, 0.28, 12.60], [-25.68, -5.33, 7.30], [-25.92, -3.85, 7.53], [-24.82, -3.21, 8.38], [-25.96, -3.12, 6.32], [-25.61, -5.94, 8.20], [-24.76, -5.46, 6.72], [-26.46, -5.75, 6.65], [-26.85, -3.75, 8.10], [-23.89, -3.36, 7.82], [-24.79, -3.59, 9.40], [-25.00, -2.13, 8.45], [-26.85, -3.12, 5.94], [-31.64, -0.93, 7.68], [-30.83, 0.25, 7.20], [-29.60, 0.56, 8.04], [-30.40, -0.01, 5.83], [-30.99, -1.77, 7.91], [-32.26, -1.27, 6.85], [-32.22, -0.66, 8.56], [-31.45, 1.15, 7.09], [-29.87, 0.39, 9.09], [-29.20, 1.56, 7.88], [-28.77, -0.08, 7.74], [-30.04, 0.79, 5.45], [-31.87, 0.31, 14.18], [-31.63, 0.64, 12.71], [-32.02, 2.07, 12.35], [-30.24, 0.50, 12.39], [-32.92, 0.14, 14.40], [-31.52, 1.11, 14.83], [-31.27, -0.57, 14.43], [-32.25, -0.01, 12.09], [-31.62, 2.80, 13.05], [-33.10, 2.22, 12.33], [-31.66, 2.22, 11.33], [-30.10, -0.45, 12.21], [-25.61, 4.50, 4.63], [-25.18, 3.33, 5.47], [-24.94, 3.72, 6.93], [-26.28, 2.40, 5.41], [-24.86, 5.30, 4.70], [-26.51, 4.92, 5.08], [-25.80, 4.28, 3.59], [-24.30, 2.78, 5.11], [-25.78, 4.37, 7.20], [-24.04, 4.32, 7.07], [-24.85, 2.88, 7.62], [-26.17, 1.74, 6.10], [-22.41, 0.23, 6.40], [-21.34, -0.04, 7.44], [-21.98, -0.55, 8.73], [-20.43, -1.04, 6.98], [-21.96, 0.49, 5.44], [-23.11, 1.00, 6.73], [-23.04, -0.65, 6.19], [-20.77, 0.87, 7.58], [-21.26, -0.73, 9.53], [-22.48, -1.51, 8.60], [-22.74, 0.15, 9.10], [-20.85, -1.65, 6.38], [-29.88, 3.96, 10.13], [-29.79, 5.23, 10.98], [-28.34, 5.56, 11.30], [-30.43, 6.31, 10.33], [-29.34, 3.96, 9.19], [-30.94, 3.76, 9.91], [-29.55, 3.12, 10.75], [-30.32, 5.05, 11.92], [-28.33, 6.50, 11.86], [-27.74, 5.69, 10.40], [-27.84, 4.80, 11.91], [-29.98, 6.53, 9.52], [-27.18, -5.89, 12.54], [-27.25, -5.29, 11.14], [-28.51, -5.63, 10.39], [-27.14, -3.86, 11.20], [-26.18, -5.72, 12.93], [-27.32, -6.97, 12.44], [-27.94, -5.51, 13.22], [-26.41, -5.65, 10.54], [-28.63, -5.05, 9.47], [-29.41, -5.55, 11.00], [-28.51, -6.66, 10.02], [-26.92, -3.61, 12.11], [-24.09, -3.17, 14.94], [-23.75, -1.92, 14.11], [-23.36, -2.32, 12.68], [-24.93, -1.10, 14.00], [-24.54, -2.80, 15.86], [-23.19, -3.72, 15.23], [-24.75, -3.83, 14.38], [-22.95, -1.37, 14.61], [-23.52, -1.49, 11.98], [-24.06, -3.07, 12.31], [-22.36, -2.75, 12.64], [-24.86, -0.38, 14.66], [-22.12, 1.48, 12.19], [-22.45, 2.90, 12.57], [-22.50, 3.80, 11.36], [-23.66, 3.00, 13.33], [-22.80, 1.06, 11.45], [-22.27, 0.78, 13.02], [-21.07, 1.33, 11.91], [-21.72, 3.29, 13.30], [-23.21, 3.34, 10.64], [-21.61, 3.82, 10.73], [-22.93, 4.79, 11.48], [-24.37, 2.55, 12.85]], "mulliken_charge": [-0.6622, 0.1960, 0.2413, -0.7358, 0.2493, -0.0922, -0.3269, 0.0822, 0.2134, -0.7318, 0.3126, 0.2813, -0.7372, 0.3326, 0.2384, 0.8722, 1.5314, -1.0798, 1.3259, -0.3318, -0.1088, 0.2744, -1.5762, -0.2966, 0.2260, 0.4170, -0.6395, -1.4947, 0.8339, -0.6209, -0.5845, 0.2989, 0.3791, 0.3779, 0.0383, 0.4796, 0.1376, -0.1982, 0.3831, -1.3578, 0.5059, 0.0334, -0.6284, 0.2730, 0.3841, 0.3286, 0.2373, -0.0612, 0.2216, -0.2612, 0.3170, -1.5291, 0.6840, -1.1680, 0.0924, 0.3875, 0.3130, 0.3071, 0.3627, 0.3182, 0.4790, 0.0478, -0.1028, -1.5436, 0.8952, -1.0117, -0.5102, 0.3539, 0.3504, 0.3889, 0.1190, 0.3707, 0.3952, 0.0008, 0.2682, -0.8780, 0.2135, -0.3577, -0.6095, 0.4097, 0.0269, 0.2093, 0.3462, 0.4077, -0.0831, -0.0898, 0.3600, -0.7163, 0.2966, -1.1837, -0.5833, 0.5889, 0.3685, -0.1960, 0.2282, 0.3582, 0.2677, 0.2606, 0.3491, -1.6569, 1.3692, -1.5463, 0.3036, 0.3747, 0.4592, 0.2846, -0.1113, 0.2918, 0.3817, 0.4130, -0.3093, -1.4950, 0.5723, -0.7598, -0.2401, 0.3952, 0.4402, 0.1899, 0.5643, 0.0066, -0.0514, 0.5281, 0.1176, -0.4226, 0.4193, -1.0377, -0.7313, -0.3511, 0.0003, 0.5473, 0.3869, -0.0404, 0.4065, 0.3253, 0.2159]}


{"formula": "C30H90O15", "method": "ωB97M-V/def2-TZVPD", "e_above_lowest_ev": 0.8527, "charge": 1, "multiplicity": 2, "homo_ev": [-11.29, -11.29], "lumo_ev": [-2.2, -8.7], "species": ["C", "C", "O", "H", "H", "H", "H", "H", "H", "C", "C", "O", "H", "H", "H", "H", "H", "H", "C", "C", "O", "H", "H", "H", "H", "H", "H", "C", "C", "O", "H", "H", "H", "H", "H", "H", "C", "C", "O", "H", "H", "H", "H", "H", "H", "C", "C", "O", "H", "H", "H", "H", "H", "H", "C", "C", "O", "H", "H", "H", "H", "H", "H", "C", "C", "O", "H", "H", "H", "H", "H", "H", "C", "C", "O", "H", "H", "H", "H", "H", "H", "C", "C", "O", "H", "H", "H", "H", "H", "H", "C", "C", "O", "H", "H", "H", "H", "H", "H", "C", "C", "O", "H", "H", "H", "H", "H", "H", "C", "C", "O", "H", "H", "H", "H", "H", "H", "C", "C", "O", "H", "H", "H", "H", "H", "H", "C", "C", "O", "H", "H", "H", "H", "H", "H"], "xyz": [[0.40, 5.42, -0.97], [-0.37, 4.70, 0.13], [-0.22, 5.53, 1.24], [0.10, 6.43, -1.22], [0.34, 4.85, -1.90], [1.45, 5.47, -0.67], [-0.06, 3.68, 0.31], [-1.43, 4.69, -0.14], [0.68, 5.53, 1.58], [-2.12, -0.24, -3.99], [-3.46, -0.16, -4.66], [-3.36, 0.50, -5.94], [-1.72, 0.76, -3.79], [-1.44, -0.82, -4.61], [-2.20, -0.73, -3.02], [-4.22, 0.27, -4.01], [-3.80, -1.19, -4.81], [-4.26, 0.52, -6.27], [3.22, 3.68, 1.25], [3.32, 4.55, 2.51], [2.23, 5.46, 2.49], [3.22, 4.24, 0.32], [2.26, 3.17, 1.19], [3.97, 2.89, 1.18], [4.28, 5.08, 2.48], [3.36, 3.87, 3.37], [2.19, 5.90, 3.34], [-0.54, -1.13, 6.99], [-0.41, -0.17, 5.75], [-0.76, -0.87, 4.59], [-0.46, -0.53, 7.89], [0.20, -1.93, 7.01], [-1.52, -1.61, 6.92], [0.59, 0.25, 5.80], [-1.10, 0.66, 5.85], [-0.68, -0.17, 3.93], [3.79, -2.39, -1.27], [3.49, -3.83, -1.56], [2.25, -4.13, -0.92], [3.91, -2.14, -0.22], [3.00, -1.74, -1.65], [4.71, -2.05, -1.77], [4.28, -4.49, -1.18], [3.40, -4.05, -2.62], [2.41, -4.30, 0.01], [-2.76, 2.57, -1.81], [-2.80, 3.34, -3.08], [-2.35, 4.68, -2.90], [-3.56, 2.93, -1.17], [-1.80, 2.61, -1.28], [-2.96, 1.50, -1.94], [-3.79, 3.42, -3.53], [-2.12, 2.87, -3.79], [-2.93, 5.19, -3.47], [0.44, -1.27, 0.28], [-0.04, -0.25, -0.76], [0.21, 1.03, -0.21], [-0.11, -1.10, 1.21], [1.51, -1.17, 0.49], [0.24, -2.31, 0.02], [-1.13, -0.35, -0.84], [0.42, -0.45, -1.73], [1.04, 1.34, -0.57], [0.37, -3.80, 3.89], [1.65, -3.77, 4.68], [2.75, -4.18, 3.92], [0.45, -3.26, 2.94], [-0.54, -3.55, 4.42], [0.18, -4.84, 3.61], [1.47, -4.35, 5.58], [1.89, -2.76, 5.02], [3.46, -4.24, 4.56], [2.92, -0.17, 2.98], [4.18, 0.65, 3.29], [5.06, 0.54, 2.23], [3.09, -1.19, 2.63], [2.41, 0.39, 2.20], [2.41, -0.23, 3.94], [4.71, 0.34, 4.20], [3.91, 1.70, 3.41], [5.70, -0.14, 2.44], [2.10, -0.47, -5.69], [1.96, -1.54, -4.56], [0.95, -2.40, -5.04], [1.23, 0.19, -5.71], [2.30, -0.90, -6.68], [2.86, 0.24, -5.37], [1.71, -1.20, -3.56], [2.90, -2.09, -4.50], [0.89, -3.09, -4.38], [-1.67, -3.77, -3.57], [-0.58, -3.47, -2.55], [0.59, -4.14, -3.03], [-2.63, -3.35, -3.25], [-1.83, -4.85, -3.67], [-1.51, -3.45, -4.59], [-0.83, -3.77, -1.53], [-0.21, -2.44, -2.52], [1.21, -4.26, -2.31], [-4.10, -0.04, 0.78], [-5.61, -0.17, 0.83], [-6.06, 0.58, 1.88], [-3.73, 0.91, 0.40], [-3.58, -0.87, 0.29], [-3.74, -0.14, 1.80], [-5.92, -1.21, 0.88], [-6.01, 0.32, -0.06], [-6.89, 0.18, 2.14], [0.98, 2.30, -3.42], [2.34, 2.60, -2.83], [2.35, 1.90, -1.62], [1.06, 2.57, -4.47], [0.19, 2.92, -2.99], [0.79, 1.24, -3.30], [2.42, 3.67, -2.66], [3.10, 2.21, -3.51], [3.25, 1.64, -1.42], [-0.30, 3.00, 3.30], [-1.39, 2.11, 2.64], [-0.74, 0.88, 2.37], [0.09, 2.49, 4.19], [-0.64, 3.99, 3.60], [0.57, 3.06, 2.65], [-1.75, 2.45, 1.67], [-2.25, 1.87, 3.25], [-0.54, 0.94, 1.43], [-2.27, -4.11, 1.38], [-3.23, -3.97, 0.20], [-3.10, -5.11, -0.65], [-1.25, -3.93, 1.05], [-2.38, -5.11, 1.80], [-2.46, -3.36, 2.15], [-3.05, -3.05, -0.35], [-4.25, -4.08, 0.57], [-3.87, -5.06, -1.22]], "mulliken_charge": [-0.9685, 0.7346, -0.1710, 0.4343, 0.0257, 0.3103, -0.3251, 0.3318, 0.5792, 0.5601, -0.8059, -0.5488, -0.4795, 0.4427, -0.3221, 0.3389, 0.4509, 0.3063, -0.5469, -0.7357, -0.5279, 0.3472, -0.1283, 0.4740, 0.4174, 0.3979, 0.2676, -1.3831, -0.0267, -0.2903, 0.4094, 0.2505, 0.3251, 0.2328, 0.3576, 0.1381, -0.4448, -0.4427, -0.6208, 0.3012, -0.2519, 0.4376, 0.3741, 0.3151, 0.2721, -0.0182, -0.7275, -0.4883, 0.6673, -0.4513, 0.0347, 0.5178, 0.1561, 0.3353, 0.0120, 1.5166, 1.9647, 0.1926, -0.2812, -0.2334, -0.6328, -1.1707, -0.8360, -0.5067, -0.4042, -0.5038, -0.2540, 0.3597, 0.4657, 0.3859, 0.1787, 0.3031, 0.4560, -0.2988, -0.5229, 0.3046, -0.4458, -0.1834, 0.5385, -0.2366, 0.3170, -1.3903, 1.1375, -0.6463, 0.2303, 0.4108, 0.3399, -0.8259, 0.3560, 0.4401, -1.4601, 1.3118, -0.8368, 0.1861, 0.4299, 0.3707, 0.2778, -0.6868, 0.4487, 0.2759, -0.6061, -0.5222, -0.1887, -0.1646, 0.1600, 0.3803, 0.2538, 0.3152, 0.4531, -0.6389, -0.2502, 0.6714, -0.5121, -0.6692, 0.1964, 0.4972, 0.1043, -0.6220, -0.2452, 0.5931, 0.2898, 0.3886, -0.2126, -0.0036, 0.3791, -0.7803, -0.8960, -0.1683, -0.5583, 0.0099, 0.4291, 0.3312, -0.0067, 0.5833, 0.3169]}


{"formula": "C30H93B4FeLiN2O10", "method": "ωB97M-V/def2-TZVPD", "charge": -2, "multiplicity": 5, "homo_ev": -1.53, "lumo_ev": 3.4, "species": ["Fe", "Li", "B", "H", "H", "H", "H", "B", "H", "H", "H", "H", "B", "H", "H", "H", "H", "B", "H", "H", "H", "H", "C", "C", "C", "C", "C", "C", "N", "O", "C", "C", "C", "H", "H", "H", "H", "H", "H", "H", "H", "H", "H", "H", "H", "H", "H", "H", "H", "H", "H", "C", "C", "N", "C", "C", "C", "C", "H", "H", "H", "H", "H", "H", "H", "H", "H", "H", "H", "H", "H", "H", "H", "C", "O", "H", "H", "H", "H", "C", "O", "H", "H", "H", "H", "C", "O", "H", "H", "H", "H", "C", "O", "H", "H", "H", "H", "C", "O", "H", "H", "H", "H", "C", "O", "H", "H", "H", "H", "C", "O", "H", "H", "H", "H", "C", "C", "C", "O", "C", "H", "H", "H", "H", "H", "H", "H", "H", "C", "C", "C", "O", "C", "H", "H", "H", "H", "H", "H", "H", "H"], "xyz": [[12.61, 4.08, -18.95], [16.13, 3.36, -18.28], [14.63, 3.77, -19.83], [14.79, 4.50, -19.06], [13.97, 4.08, -20.62], [15.61, 3.54, -20.22], [14.17, 2.97, -19.27], [11.66, 2.61, -17.71], [11.08, 3.52, -17.81], [11.93, 2.21, -18.67], [12.57, 2.84, -17.19], [11.10, 1.83, -17.21], [11.25, 4.29, -20.59], [12.06, 4.95, -20.86], [10.88, 4.66, -19.65], [10.42, 4.27, -21.28], [11.66, 3.29, -20.51], [12.71, 5.86, -17.86], [11.65, 5.72, -17.77], [13.21, 4.99, -17.46], [12.95, 5.92, -18.91], [12.89, 6.76, -17.29], [15.68, -0.39, -14.66], [16.90, 0.02, -15.58], [17.87, -1.19, -15.77], [17.41, -2.19, -16.85], [17.02, -1.51, -18.17], [16.00, -0.26, -18.05], [16.46, 0.60, -16.91], [15.78, 1.88, -16.75], [14.51, -0.81, -18.02], [16.28, 0.62, -19.36], [17.72, 1.01, -14.68], [15.96, -1.07, -13.85], [14.89, -0.96, -15.15], [15.13, 0.45, -14.24], [18.00, -1.80, -14.88], [18.84, -0.77, -16.03], [16.54, -2.71, -16.45], [18.25, -2.85, -17.03], [16.69, -2.22, -18.93], [17.95, -1.11, -18.55], [14.35, -1.48, -18.87], [13.77, -0.01, -17.94], [14.33, -1.50, -17.19], [15.40, 0.99, -19.88], [16.75, 0.06, -20.17], [16.87, 1.52, -19.20], [18.59, 1.25, -15.28], [18.01, 0.73, -13.67], [17.24, 1.99, -14.66], [16.63, 6.30, -17.32], [17.75, 5.29, -17.04], [17.97, 4.42, -18.22], [18.35, 5.12, -19.50], [18.53, 4.20, -20.73], [18.79, 3.25, -17.93], [20.25, 3.57, -17.62], [17.05, 7.28, -17.53], [16.07, 6.53, -16.42], [15.87, 6.07, -18.07], [18.69, 5.75, -16.72], [17.39, 4.65, -16.24], [17.54, 5.79, -19.79], [19.29, 5.65, -19.36], [17.60, 3.70, -20.99], [18.82, 4.85, -21.55], [19.37, 3.51, -20.63], [18.76, 2.49, -18.70], [18.39, 2.70, -17.08], [20.72, 4.17, -18.40], [20.78, 2.62, -17.68], [20.35, 4.03, -16.64], [11.10, 9.41, -17.29], [12.27, 9.21, -16.60], [10.81, 8.60, -17.96], [10.33, 9.36, -16.53], [11.03, 10.39, -17.77], [12.84, 8.59, -17.06], [8.33, 3.99, -17.46], [8.47, 2.75, -18.21], [8.30, 4.90, -18.06], [7.37, 3.89, -16.96], [9.05, 4.04, -16.65], [9.42, 2.67, -18.15], [15.73, 4.86, -23.19], [14.45, 4.22, -23.09], [15.59, 5.92, -23.36], [16.26, 4.82, -22.24], [16.33, 4.39, -23.97], [14.27, 4.07, -22.16], [11.83, 5.84, -14.24], [12.79, 5.12, -14.89], [10.85, 5.41, -14.06], [12.25, 6.08, -13.26], [11.74, 6.76, -14.82], [13.16, 5.63, -15.61], [13.95, 7.64, -21.17], [12.69, 7.58, -21.67], [14.44, 6.69, -20.95], [14.63, 8.05, -21.93], [14.03, 8.20, -20.24], [12.49, 6.65, -21.69], [9.23, 7.26, -20.69], [8.88, 5.91, -20.78], [9.97, 7.54, -21.43], [8.29, 7.75, -20.95], [9.67, 7.46, -19.72], [9.66, 5.36, -20.74], [12.00, 5.08, -25.41], [13.19, 4.32, -25.70], [12.29, 6.12, -25.26], [11.35, 5.11, -26.29], [11.41, 4.73, -24.57], [13.68, 4.02, -24.93], [17.51, -0.66, -23.76], [17.77, 0.13, -25.08], [16.34, 0.18, -25.71], [15.50, -0.38, -24.68], [16.08, -0.43, -23.37], [18.23, -0.22, -23.07], [17.61, -1.75, -23.78], [18.52, -0.35, -25.70], [18.03, 1.14, -24.76], [16.28, -0.32, -26.68], [16.02, 1.21, -25.90], [15.52, -1.17, -22.81], [15.89, 0.53, -22.89], [12.94, 0.07, -21.61], [12.86, -1.39, -21.91], [11.39, -1.56, -22.30], [11.09, -0.38, -22.95], [12.21, 0.56, -22.81], [13.98, 0.38, -21.51], [12.39, 0.28, -20.70], [13.07, -1.90, -20.97], [13.45, -1.75, -22.74], [10.83, -1.70, -21.37], [11.31, -2.38, -23.00], [11.89, 1.60, -22.73], [12.87, 0.55, -23.69]], "mulliken_charge": [-0.9681, 1.0842, 4.3164, -1.4509, -1.6871, -1.0298, 0.4239, 2.1887, -0.9349, -0.9328, -0.5300, -0.2838, 3.3199, -1.4104, -0.2745, -0.1705, -1.1640, 3.9445, -0.6298, -0.5447, -1.1242, -1.0841, -1.6351, 1.1598, -1.1220, -0.7777, -1.3709, 1.5070, 0.6372, -0.6398, -1.2845, 0.5666, -1.7234, 0.4034, 0.3286, 0.3083, 0.3192, 0.3411, 0.3412, 0.4475, 0.4239, 0.4640, 0.1466, 0.1919, 0.3803, -0.7458, 0.2751, -1.0077, 0.3559, 0.3764, 0.2559, -1.0906, -0.6002, 0.8652, -0.7271, -1.0822, 0.2540, -1.6954, 0.3889, 0.4214, -0.1422, 0.4726, 0.1414, 0.3995, 0.4821, -0.1659, 0.4180, 0.4221, 0.1732, -0.3256, 0.3170, 0.5158, 0.3341, -0.2328, -0.5622, -0.1944, 0.2707, 0.2819, 0.2773, -0.4164, -0.6067, 0.1211, 0.3700, 0.1213, 0.3425, -0.4452, -0.0516, 0.3066, -0.2801, 0.2784, -0.2769, -0.5760, -0.3696, 0.2306, 0.2765, 0.1350, 0.0358, -0.2618, -0.5342, -0.3039, 0.3410, 0.2293, 0.1712, -0.1120, -0.6320, 0.1001, 0.3277, -0.1259, -0.0538, -0.4982, -0.5879, 0.2179, 0.3034, 0.1698, 0.3926, -0.6233, -0.5109, -0.4672, -0.4572, 0.5761, 0.2514, 0.3822, 0.3491, 0.2372, 0.2743, 0.2013, 0.1553, -0.4175, 1.6477, -0.6204, -0.5990, -0.4883, -0.1679, -0.9893, -0.1021, 0.0577, 0.4030, 0.3127, 0.3627, 0.0707, 0.2256]}


no.,calculated total energy (eV)
1,-63283.3073
2,-63268.6818
3,-93357.8911